A) The following is a quantum chemistry calculation of 2 unconnected molecules or ions with the total composition C3H10NO2, from the Open Molecules 2025 dataset.

Summary:
Molecular weight: 92.1 g/mol
2S+1: 1
Charge: -1
Gap between HOMO and LUMO: 6.8 eV
LUMO energy: 4.095 eV
Highest occupied orbital energy: -2.70 eV

Last column: natural (NBO) charge in e.
Positions of all 16 atoms, in Å:
C (0.45, -1.93, 0.57)  -0.399
N (0.39, -0.57, 0.34)  -0.716
C (-0.18, -0.34, -0.98)  -0.263
C (0.14, 1.12, -1.51)  -0.009
O (1.33, 1.63, -1.05)  -0.955
H (-0.41, -2.34, 1.07)  0.178
H (1.39, -2.24, 1.11)  0.175
H (0.72, -2.53, -0.33)  0.150
H (1.29, 0.03, 0.13)  0.429
H (-1.25, -0.39, -0.92)  0.147
H (0.15, -1.00, -1.82)  0.140
H (-0.65, 1.67, -1.21)  0.090
H (0.18, 1.07, -2.71)  0.055
H (-1.05, 0.13, 1.72)  0.498
H (-2.29, 0.88, 1.73)  0.453
O (-1.74, 0.32, 2.35)  -0.972

=====

B) The following is a quantum chemistry calculation of 2 unconnected molecules or ions with the total composition C3H10NO2, from the Open Molecules 2025 dataset.

Summary:
Molecular weight: 92.1 g/mol
2S+1: 1
Charge: -1
Gap between HOMO and LUMO: 7.6 eV
LUMO energy: 4.227 eV
Highest occupied orbital energy: -3.35 eV

Last column: natural (NBO) charge in e.
Positions of all 16 atoms, in Å:
C (0.41, -0.97, -0.86)  -0.064
O (-0.64, -0.35, -1.53)  -0.775
C (1.14, -0.11, 0.18)  -0.067
C (1.08, 1.41, -0.16)  -0.626
N (0.59, -0.28, 1.52)  -0.886
H (1.15, -1.40, -1.55)  0.135
H (0.11, -1.94, -0.43)  0.145
H (2.22, -0.30, 0.21)  0.155
H (0.11, 1.58, -0.60)  0.248
H (1.24, 1.90, 0.81)  0.206
H (1.91, 1.68, -0.82)  0.178
H (-0.38, 0.01, 1.51)  0.411
H (0.63, -1.24, 1.84)  0.335
H (-1.40, -0.28, -0.89)  0.543
H (-2.48, 0.65, 1.35)  0.416
O (-2.28, 0.12, 0.56)  -1.354

=====

Q: Which of them is the least stable? A: A).

=====

A) The following is a quantum chemistry calculation of 2 unconnected molecules or ions with the total composition C3H10NO2, from the Open Molecules 2025 dataset.

Summary:
Molecular weight: 92.1 g/mol
2S+1: 1
Charge: -1
Gap between HOMO and LUMO: 8.5 eV
LUMO energy: 4.467 eV
Highest occupied orbital energy: -4.05 eV

Last column: natural (NBO) charge in e.
Positions of all 16 atoms, in Å:
C (0.06, -0.58, -1.08)  -0.205
N (-0.99, 0.30, -0.58)  -0.689
C (-0.51, 1.72, -0.40)  0.130
O (0.26, 1.91, 0.70)  -0.818
C (0.38, -1.87, -0.27)  -0.677
H (-0.18, -0.90, -2.11)  0.143
H (1.00, -0.01, -1.13)  0.167
H (-1.18, 0.05, 0.40)  0.372
H (-1.47, 2.27, -0.50)  0.108
H (-0.01, 1.96, -1.36)  0.098
H (-0.47, -2.53, -0.37)  0.184
H (0.48, -1.46, 0.75)  0.293
H (1.40, -2.16, -0.50)  0.195
H (0.29, 0.34, 3.01)  0.425
H (0.43, 1.00, 1.27)  0.503
O (0.53, -0.04, 2.17)  -1.230

=====

B) The following is a quantum chemistry calculation of 2 unconnected molecules or ions with the total composition C3H10NO2, from the Open Molecules 2025 dataset.

Summary:
Molecular weight: 92.1 g/mol
2S+1: 1
Charge: -1
Gap between HOMO and LUMO: 7.2 eV
LUMO energy: 4.075 eV
Highest occupied orbital energy: -3.08 eV

Last column: natural (NBO) charge in e.
Positions of all 16 atoms, in Å:
C (-0.85, 1.50, -0.13)  -0.217
C (0.34, 0.62, -0.40)  -0.455
C (0.27, -0.67, 0.43)  -0.004
O (1.07, -1.70, 0.07)  -0.950
N (-0.80, 2.89, -0.67)  -0.845
H (-1.07, 1.53, 0.95)  0.171
H (-1.75, 1.04, -0.52)  0.180
H (0.17, 0.25, -1.44)  0.179
H (1.30, 1.14, -0.32)  0.180
H (-0.81, -0.98, 0.38)  0.090
H (0.58, -0.32, 1.48)  0.075
H (-0.04, 3.50, -0.39)  0.340
H (-0.48, 2.71, -1.63)  0.333
H (1.25, -4.22, 1.04)  0.442
H (0.44, -3.15, 0.47)  0.511
O (0.37, -4.14, 0.70)  -1.030

=====

Q: Which of them is the least stable? A: A).